No. 1
Computed, not measured: 2 unconnected molecules or ions with the total composition C5H15N, with ωB97M-V/def2-TZVPD.

Values from the calculation:
**Net charge**: 0
**LUMO**: 1.088 eV
**M**: 89.18 g mol⁻¹
**SMILES**: CCCC.CN
**ΔE to the lowest compared entry with this formula, charge and spin**: 0.029 eV
**HOMO**: -9.414 eV
**F_max**: 0.6 eV/A

Last column: Löwdin charge in e.
Atoms and positions in Å:
C (1.428, 3.248, 0.913)  -0.126
C (4.379, 2.733, 3.419)  -0.129
C (2.824, 2.882, 1.414)  -0.301
C (2.982, 3.100, 2.918)  -0.301
H (1.343, 3.081, -0.174)  0.069
H (1.217, 4.311, 1.123)  0.073
H (0.669, 2.632, 1.424)  0.063
H (5.138, 3.350, 2.908)  0.072
H (4.589, 1.671, 3.209)  0.069
H (4.463, 2.901, 4.506)  0.069
H (3.032, 1.819, 1.184)  0.102
H (3.579, 3.494, 0.884)  0.109
H (2.775, 4.162, 3.148)  0.111
H (2.228, 2.487, 3.448)  0.098
N (0.103, 0.197, 3.428)  -0.085
C (1.113, -0.572, 2.691)  -0.206
H (-0.838, -0.059, 3.109)  0.060
H (0.139, -0.037, 4.426)  0.060
H (1.043, -0.303, 1.624)  0.068
H (1.010, -1.666, 2.786)  0.062
H (2.110, -0.278, 3.063)  0.063

No. 2
Computed, not measured: 2 unconnected molecules or ions with the total composition C5H15N2, with ωB97M-V/def2-TZVPD.

Values from the calculation:
**Net charge**: +1
**LUMO**: -7.259 eV
**M**: 103.19 g mol⁻¹
**ΔE to the lowest compared entry with this formula, charge and spin**: 4.218 eV
**HOMO**: -12.585 eV
**F_max**: 3.4 eV/A

Last column: Löwdin charge in e.
Atoms and positions in Å:
C (-0.567, -1.259, 0.537)  -0.230
C (-0.363, -0.710, -0.851)  0.145
C (0.919, -0.168, -1.324)  -0.156
C (1.001, 1.397, -1.335)  -0.200
C (-0.225, 1.940, -2.062)  -0.067
N (-0.641, 0.278, 3.766)  0.025
N (0.351, -2.379, 0.738)  0.108
H (-1.634, -1.517, 0.682)  0.148
H (-0.270, -0.484, 1.230)  0.084
H (-0.203, 1.015, 4.284)  0.011
H (-0.937, -1.191, -1.647)  0.150
H (1.773, -0.455, -0.688)  0.151
H (1.047, -0.528, -2.370)  0.152
H (1.963, 1.721, -1.728)  0.120
H (0.975, 1.793, -0.314)  0.121
H (-0.573, 2.950, -1.812)  0.095
H (-0.917, 1.145, -1.750)  0.055
H (-0.899, 0.486, 2.803)  -0.018
H (-0.201, 1.926, -3.178)  0.107
H (-1.364, -0.231, 4.244)  0.012
H (0.945, -2.488, -0.076)  0.080
H (-0.179, -3.239, 0.852)  0.108

No. 3
Computed, not measured: a gas-phase ion, C5H15N2 (charge +1), with ωB97M-V/def2-TZVPD.

Values from the calculation:
**Net charge**: +1
**LUMO**: -3.585 eV
**M**: 103.19 g mol⁻¹
**SMILES**: CC[C@@H]([NH3+])CNC
**ΔE to the lowest compared entry with this formula, charge and spin**: 3.105 eV
**HOMO**: -12.621 eV
**F_max**: 4.5 eV/A

Last column: Löwdin charge in e.
Atoms and positions in Å:
C (-1.045, -0.104, 0.086)  -0.207
N (-1.120, 0.523, -1.232)  -0.115
C (-1.222, -0.449, -2.371)  -0.111
C (0.393, -0.449, 0.520)  -0.255
N (0.395, -1.673, 1.504)  0.204
C (1.307, 1.905, 0.254)  -0.097
C (1.143, 0.744, 1.164)  -0.216
H (-1.700, -0.870, 0.295)  0.087
H (-1.375, 0.756, 0.673)  0.131
H (-1.788, 1.314, -1.378)  0.139
H (-1.962, -1.330, -2.205)  0.096
H (-1.506, 0.117, -3.270)  0.080
H (-0.216, -1.004, -2.472)  0.089
H (0.633, -1.178, -0.188)  0.118
H (-0.509, -2.042, 1.407)  0.122
H (1.032, -2.458, 1.263)  0.186
H (0.644, -1.350, 2.477)  0.185
H (1.445, 1.387, -0.692)  0.072
H (0.579, 2.718, 0.100)  0.098
H (2.341, 2.378, 0.364)  0.111
H (0.456, 0.853, 2.049)  0.128
H (2.076, 0.212, 1.654)  0.154

No. 4
Computed, not measured: a gas-phase ion, C5H15N2 (charge +1), with ωB97M-V/def2-TZVPD.

Values from the calculation:
**Net charge**: +1
**LUMO**: -3.082 eV
**M**: 103.19 g mol⁻¹
**SMILES**: NCCCCC[NH3+]
**ΔE to the lowest compared entry with this formula, charge and spin**: 2.550 eV
**HOMO**: -14.222 eV
**F_max**: 6.6 eV/A

Last column: Löwdin charge in e.
Atoms and positions in Å:
C (1.759, -0.237, -0.674)  -0.142
C (1.232, -1.360, 0.288)  -0.185
C (-0.302, -1.415, 0.681)  -0.168
C (-0.751, 0.023, 1.211)  -0.165
C (-1.783, 0.798, 0.293)  -0.159
N (-1.269, 0.691, -1.090)  0.048
N (1.142, 1.200, -0.461)  -0.029
H (2.761, -0.003, -0.373)  0.105
H (1.337, -0.445, -1.683)  0.122
H (1.271, -2.305, -0.305)  0.120
H (1.906, -1.305, 1.191)  0.128
H (-0.186, -2.037, 1.656)  0.143
H (-0.812, -1.859, -0.082)  0.060
H (-1.312, -0.406, 2.143)  0.147
H (0.112, 0.569, 1.479)  0.058
H (-2.850, 0.472, 0.380)  0.139
H (-1.747, 1.822, 0.681)  0.124
H (-1.362, -0.299, -1.545)  0.189
H (-1.670, 1.329, -1.802)  0.154
H (-0.154, 1.100, -1.086)  0.091
H (1.638, 1.823, -1.120)  0.123
H (1.028, 1.449, 0.539)  0.097

The lowest F_max belongs to which entry?
C5H15N

Which value of ΔE to the lowest compared entry with this formula, charge and spin does entry 2 give?
4.218 eV

The highest F_max belongs to which entry?
number 4

The lowest LUMO belongs to which entry?
number 2